Entry from the Open Molecules 2025 dataset: C5H7NOS in the gas phase (the ωB97M-V functional and the def2-TZVPD basis).

Highest occupied orbital energy = -7.92 eV
Energy = -19670.522 eV
Largest force on an atom = 0.85 eV/Å
Gap between HOMO and LUMO = 8.52 eV
Energy relative to the best compared isomer or geometry (same formula, charge and spin) = 24.9 kcal per mole
SMILES = CSn1cccc1O

```
15
Properties=species:S:1:pos:R:3:forces:R:3:nbo_charge:R:1
C -2.365 -0.078 0.737 0.41 0.36 0.39 -0.767
S -1.654 -0.159 -0.922 0.34 -0.04 0.05 0.417
N 0.006 -0.214 -0.560 -0.68 0.25 -0.08 -0.540
C 0.787 -1.348 -0.410 0.33 -0.60 0.04 -0.095
C 2.052 -0.943 -0.090 -0.27 -0.08 -0.06 -0.273
C 2.048 0.494 -0.029 0.47 -0.12 0.01 -0.372
C 0.790 0.900 -0.328 -0.15 0.05 0.06 0.439
O 0.274 2.154 -0.350 0.19 -0.19 0.04 -0.667
H -1.986 0.836 1.249 -0.29 -0.77 -0.24 0.232
H -2.117 -0.996 1.297 -0.17 0.51 -0.20 0.230
H -3.447 0.014 0.602 0.15 -0.09 0.04 0.234
H 0.369 -2.345 -0.557 0.14 0.55 0.01 0.220
H 2.893 -1.615 0.057 -0.21 0.30 0.02 0.226
H 2.879 1.149 0.188 -0.09 -0.09 -0.02 0.230
H -0.528 2.150 -0.885 -0.17 -0.04 -0.08 0.486
```
Positions in Å, forces in eV/Å.

---

Entry from the Open Molecules 2025 dataset: C3H6N2S in the gas phase (the ωB97M-V functional and the def2-TZVPD basis).

Highest occupied orbital energy = -9.35 eV
Energy = -17022.331 eV
Largest force on an atom = 1.66 eV/Å
Gap between HOMO and LUMO = 10.00 eV
Energy relative to the best compared isomer or geometry (same formula, charge and spin) = 39.4 kcal per mole
SMILES = [H]/N=C(/C=C)NS

```
12
Properties=species:S:1:pos:R:3:forces:R:3:nbo_charge:R:1
H 0.267 -0.805 -1.684 0.07 0.58 -0.59 0.352
N -0.137 -1.242 -0.881 0.09 -0.49 1.58 -0.694
C -0.096 -0.515 0.166 0.14 0.81 -1.41 0.388
C -0.499 -0.939 1.502 -0.31 -1.07 0.53 -0.276
C -0.798 -2.210 1.784 0.51 0.69 -0.08 -0.304
N 0.298 0.852 0.232 0.36 -0.39 -1.55 -0.762
S 0.467 1.737 -1.267 -0.52 -0.40 1.30 0.170
H -0.466 -0.135 2.221 -0.30 -0.16 0.52 0.190
H -1.073 -2.555 2.785 0.08 0.11 -0.50 0.207
H -0.647 -2.887 0.947 -0.37 -0.27 0.30 0.227
H -0.109 1.297 1.036 0.07 0.70 -0.24 0.389
H 1.774 2.006 -1.200 0.18 -0.11 0.14 0.112
```
Positions in Å, forces in eV/Å.

---

Entry from the Open Molecules 2025 dataset: C15H21N3O3S in the gas phase (the ωB97M-V functional and the def2-TZVPD basis).

Highest occupied orbital energy = -7.83 eV
Energy = -37343.112 eV
Largest force on an atom = 0.80 eV/Å
Gap between HOMO and LUMO = 8.48 eV
Energy relative to the best compared isomer or geometry (same formula, charge and spin) = 52.7 kcal per mole
SMILES = COCCCNC(=O)CC(=O)N/N=C\c1ccc(SC)cc1

```
43
Properties=species:S:1:pos:R:3:forces:R:3:nbo_charge:R:1
C -6.507 -2.127 -1.491 -0.02 0.04 -0.02 -0.251
O -5.198 -2.345 -1.024 0.17 -0.09 -0.04 -0.531
C -4.825 -1.563 0.084 0.05 0.26 -0.03 -0.055
C -4.608 -0.080 -0.241 -0.05 -0.28 0.15 -0.439
C -4.100 0.708 0.967 -0.26 0.15 -0.24 -0.230
N -2.726 0.401 1.296 -0.21 -0.41 0.07 -0.600
C -1.735 1.299 1.160 0.23 -0.21 0.33 0.688
O -1.919 2.450 0.807 -0.08 0.34 -0.08 -0.651
C -0.344 0.782 1.479 0.07 0.00 -0.22 -0.586
C 0.522 0.805 0.214 -0.22 -0.27 0.22 0.661
O 1.050 -0.191 -0.229 -0.08 -0.04 -0.01 -0.591
N 0.606 2.054 -0.315 0.19 0.43 0.31 -0.484
N 1.129 2.384 -1.533 -0.28 0.35 -0.67 -0.244
C 2.218 1.911 -1.985 -0.19 -0.14 -0.02 0.091
C 3.237 1.055 -1.389 0.45 -0.24 0.31 -0.151
C 3.968 0.192 -2.211 -0.23 0.24 0.14 -0.150
C 4.946 -0.619 -1.686 0.13 -0.08 0.18 -0.235
C 5.245 -0.569 -0.325 0.17 -0.11 0.14 -0.149
S 6.524 -1.646 0.234 0.10 -0.09 0.17 0.260
C 6.524 -1.433 2.038 -0.13 0.10 -0.60 -0.743
C 4.556 0.314 0.495 0.04 -0.02 0.00 -0.275
C 3.559 1.108 -0.034 -0.01 0.13 -0.25 -0.089
H -6.701 -2.908 -2.224 -0.09 0.05 0.00 0.198
H -6.617 -1.150 -1.973 -0.03 -0.03 0.01 0.165
H -7.236 -2.206 -0.675 -0.01 0.00 -0.02 0.163
H -5.579 -1.657 0.884 0.08 -0.01 -0.02 0.156
H -3.891 -2.015 0.429 -0.06 0.04 0.10 0.176
H -5.551 0.363 -0.564 -0.02 0.03 -0.04 0.210
H -3.893 0.004 -1.062 -0.01 0.04 -0.04 0.219
H -4.126 1.779 0.749 -0.07 -0.16 0.12 0.245
H -4.733 0.506 1.838 0.02 0.10 -0.05 0.192
H -2.505 -0.553 1.530 0.17 0.15 0.03 0.398
H -0.355 -0.235 1.868 0.07 0.06 -0.07 0.233
H 0.108 1.451 2.213 -0.10 -0.02 0.05 0.251
H -0.137 2.700 -0.039 0.20 -0.31 -0.03 0.433
H 2.415 2.226 -3.006 0.05 0.08 -0.05 0.190
H 3.740 0.145 -3.266 -0.01 0.01 -0.12 0.213
H 5.494 -1.302 -2.318 0.02 -0.07 -0.12 0.219
H 6.829 -0.423 2.296 0.00 0.03 0.13 0.218
H 5.540 -1.664 2.435 -0.02 0.00 0.13 0.222
H 7.252 -2.144 2.416 0.03 -0.03 0.03 0.237
H 4.783 0.391 1.546 0.04 -0.02 0.08 0.212
H 3.044 1.803 0.615 -0.09 0.02 0.02 0.204
```
Positions in Å, forces in eV/Å.

---

Entry from the Open Molecules 2025 dataset: C4H7NS2 in the gas phase (the ωB97M-V functional and the def2-TZVPD basis).

Highest occupied orbital energy = -8.78 eV
Energy = -27417.585 eV
Largest force on an atom = 4.79 eV/Å
Gap between HOMO and LUMO = 8.84 eV
Energy relative to the best compared isomer or geometry (same formula, charge and spin) = 98.3 kcal per mole
SMILES = S=C(CS)N1CC1

```
14
Properties=species:S:1:pos:R:3:forces:R:3:nbo_charge:R:1
S 1.807 0.971 -1.960 -0.73 -0.72 1.23 -0.061
C 0.875 0.694 -0.622 -0.67 0.96 0.64 0.100
C 0.007 1.648 0.129 0.44 4.77 -0.07 -0.581
S -1.750 1.734 -0.488 0.18 -2.29 1.25 -0.034
N 0.687 -0.353 0.201 2.53 -3.14 -0.15 -0.425
C 0.684 -1.737 -0.209 -0.40 0.01 0.04 -0.244
C -0.498 -0.988 0.609 1.77 -1.96 1.43 -0.229
H -0.169 1.319 1.153 0.59 0.31 -0.12 0.226
H 0.616 2.712 0.186 -2.16 -2.35 -0.34 0.262
H -2.040 0.375 0.192 0.07 3.65 -1.62 0.128
H 1.070 -2.645 0.304 0.60 1.44 0.07 0.221
H 0.890 -1.724 -1.329 -1.48 -0.59 1.17 0.234
H -0.799 -1.053 1.711 1.47 -0.42 -1.24 0.220
H -1.381 -0.952 0.124 -2.19 0.34 -2.29 0.184
```
Positions in Å, forces in eV/Å.

---

Entry from the Open Molecules 2025 dataset: C7H16OSi in the gas phase (the ωB97M-V functional and the def2-TZVPD basis).

Highest occupied orbital energy = -8.62 eV
Energy = -17444.728 eV
Largest force on an atom = 2.56 eV/Å
Gap between HOMO and LUMO = 9.50 eV
Energy relative to the best compared isomer or geometry (same formula, charge and spin) = 3.0 kcal per mole
SMILES = CC/C=C\O[Si](C)(C)C

```
25
Properties=species:S:1:pos:R:3:forces:R:3:nbo_charge:R:1
C 0.289 2.464 -3.220 -0.34 0.08 -0.27 -0.600
C 0.553 1.950 -1.811 0.13 -0.23 0.15 -0.439
C 1.040 0.518 -1.780 -2.00 -0.17 1.59 -0.263
C 0.475 -0.428 -1.000 0.91 0.87 -1.46 0.127
O -0.633 -0.282 -0.229 0.41 0.42 0.64 -0.846
Si -0.481 -0.894 1.341 -1.05 -0.78 0.21 1.876
C -1.138 0.357 2.569 -1.32 -0.69 -0.63 -1.135
C 1.271 -1.477 1.679 -0.49 -0.01 -1.21 -1.133
C -1.567 -2.414 1.356 0.27 1.00 0.33 -1.134
H -0.074 3.499 -3.268 -0.02 -0.23 0.30 0.207
H -0.473 1.819 -3.671 0.07 0.17 -0.11 0.207
H 1.164 2.442 -3.867 0.19 -0.22 0.07 0.201
H -0.349 2.066 -1.194 0.18 -0.20 -0.18 0.216
H 1.329 2.519 -1.306 0.15 0.46 -0.05 0.203
H 1.903 0.255 -2.332 0.73 -0.27 -0.53 0.204
H 0.912 -1.407 -0.953 0.18 -0.40 -0.26 0.157
H -1.400 -0.143 3.522 0.09 0.29 -0.45 0.242
H -2.044 0.883 2.152 0.92 -0.53 0.49 0.251
H -0.363 1.053 2.738 0.74 1.11 0.41 0.234
H 1.897 -0.608 1.703 0.71 0.41 -0.02 0.239
H 1.392 -2.023 2.594 -0.11 -0.27 0.55 0.245
H 1.584 -2.126 0.832 -0.03 0.36 0.67 0.238
H -1.507 -2.809 2.364 0.07 -0.55 0.07 0.229
H -2.602 -2.139 1.185 -0.20 -0.12 -0.29 0.239
H -1.177 -3.076 0.595 -0.20 -0.50 -0.01 0.235
```
Positions in Å, forces in eV/Å.

---

Entry from the Open Molecules 2025 dataset: 8 unconnected molecules or ions with the total composition C48H98N4O12 (the ωB97M-V functional and the def2-TZVPD basis).

Charge = -2
Highest occupied orbital energy = -0.52 eV
Energy = -81885.706 eV
Largest force on an atom = 4.03 eV/Å
Gap between HOMO and LUMO = 4.03 eV

```
162
Properties=species:S:1:pos:R:3:forces:R:3:lowdin_charge:R:1
C 0.080 1.209 -0.525 0.38 -0.08 -0.56 -0.112
C 0.330 -0.248 -0.005 -1.85 -0.67 -2.17 -0.495
O 0.095 -1.221 -0.959 1.33 1.37 -0.10 -0.315
H 0.482 1.971 0.143 -0.07 0.29 0.28 0.029
H -0.963 1.406 -0.772 -0.41 -0.18 0.59 0.046
H 0.513 1.396 -1.508 0.77 -0.36 -0.25 0.027
H -0.449 -0.375 0.747 0.10 0.07 1.16 0.066
H 1.336 -0.318 0.409 0.64 0.23 0.67 0.057
C -3.414 -1.532 2.316 0.08 1.50 0.75 -0.146
C -4.313 -2.520 1.712 0.47 -1.87 -1.75 -0.604
O -3.579 -3.410 0.967 -0.55 -0.04 0.60 -0.343
H -2.920 -0.961 1.530 0.43 -0.30 -0.12 0.066
H -2.693 -2.000 2.987 0.08 0.16 0.03 0.048
H -4.016 -0.788 2.836 -0.08 0.36 0.72 0.047
H -5.073 -1.971 1.156 -0.49 0.77 -1.03 0.054
H -4.997 -2.983 2.423 -0.11 -0.55 1.25 0.059
C 3.478 2.754 1.992 -0.02 -1.72 -0.30 0.016
C 3.464 1.211 2.389 -0.06 2.15 -2.21 -0.295
C 4.736 0.385 2.229 -0.47 1.09 0.37 -0.101
O 4.699 -0.303 3.455 0.93 -1.77 1.67 0.040
C 3.717 0.093 4.311 -1.25 -1.90 1.06 -0.505
O 3.362 -0.497 5.343 1.70 2.16 -2.95 0.100
O 3.103 1.135 3.740 -0.39 -0.11 1.55 0.076
H 4.018 2.951 1.066 0.01 -0.33 -0.12 0.051
H 3.959 3.380 2.744 -0.23 -0.22 0.28 0.083
H 2.443 3.040 1.804 0.05 0.27 0.27 0.064
H 2.739 0.640 1.809 -0.60 0.50 -0.03 0.129
H 5.645 0.979 2.135 0.15 -0.01 0.19 0.128
H 4.655 -0.297 1.383 0.03 -0.13 0.19 0.134
C 0.868 4.023 -3.578 0.35 -0.44 0.45 -0.022
C 1.467 5.145 -2.780 -0.70 -0.16 -0.60 -0.297
C 0.764 5.256 -1.380 0.08 1.12 -3.42 -0.129
O 1.828 5.157 -0.547 1.92 -0.50 2.44 0.064
C 3.021 5.025 -1.183 0.62 -1.32 0.58 -0.558
O 4.078 4.954 -0.630 -0.50 0.50 -0.06 0.142
O 2.847 4.820 -2.495 -1.04 1.19 0.07 0.084
H 0.851 3.216 -2.847 -0.52 -0.48 -0.28 0.072
H 1.488 3.644 -4.391 -0.06 0.45 -0.21 0.079
H -0.133 4.301 -3.906 -0.01 -0.26 -0.05 0.096
H 1.352 6.112 -3.271 0.69 0.05 -0.26 0.140
H -0.003 4.481 -1.389 0.05 0.03 1.10 0.131
H 0.425 6.290 -1.318 -0.88 -0.26 0.30 0.131
C 1.143 -1.117 -4.316 1.93 -0.95 0.36 -0.019
C 2.645 -0.626 -4.394 -1.27 -1.89 2.12 -0.523
C 2.617 0.421 -5.439 2.51 1.44 -1.05 -0.140
C 4.065 1.101 -5.581 -1.50 0.72 2.34 -0.122
C 4.401 1.796 -4.191 -0.97 -0.73 -0.86 -0.137
C 4.287 0.811 -2.977 -0.60 0.45 0.45 -0.439
N 3.119 -0.146 -3.074 0.09 2.91 -0.96 -0.095
O 2.896 -0.944 -1.934 1.80 -0.06 -1.30 -0.005
C 5.679 0.156 -2.883 -0.34 -1.18 0.63 -0.044
C 4.074 1.717 -1.710 0.08 -0.86 -0.34 -0.034
C 3.499 -1.824 -4.811 -0.05 -0.24 -0.23 -0.035
H 1.030 -1.638 -5.267 -0.65 0.24 -0.22 0.072
H 0.395 -0.350 -4.116 0.28 0.02 0.02 0.074
H 1.119 -1.906 -3.564 -0.52 0.26 0.30 0.089
H 2.376 -0.039 -6.397 -0.06 -0.22 -0.04 0.112
H 1.806 1.123 -5.241 0.29 0.41 0.17 0.107
H 4.080 1.888 -6.335 0.15 -0.32 -0.32 0.090
H 4.828 0.333 -5.712 -0.12 0.12 -0.58 0.077
H 3.805 2.695 -4.035 -0.68 -0.21 -0.04 0.085
H 5.398 2.235 -4.228 0.34 -0.40 0.15 0.104
H 5.639 -0.893 -2.590 -0.44 -0.18 0.05 0.076
H 6.193 0.144 -3.845 0.31 0.36 0.16 0.066
H 6.223 0.600 -2.049 0.51 0.40 -0.47 0.072
H 4.190 1.112 -0.810 -0.11 -0.10 0.06 0.065
H 4.807 2.521 -1.651 0.10 0.03 -0.22 0.078
H 3.074 2.149 -1.694 -0.06 -0.10 -0.12 0.072
H 4.508 -1.472 -5.027 0.03 -0.29 -0.32 0.060
H 3.022 -2.323 -5.654 0.37 0.03 -0.43 0.075
H 3.599 -2.602 -4.053 -0.24 0.31 0.40 0.088
H 1.996 -0.740 -1.669 -1.69 -0.29 0.48 0.037
C -3.040 -3.635 -5.408 0.41 0.84 0.01 -0.040
C -3.476 -2.162 -5.310 -0.69 -0.18 1.80 -0.483
C -5.057 -2.189 -5.570 0.35 1.18 0.57 -0.112
C -5.740 -0.916 -5.068 0.87 0.23 -0.99 -0.214
C -5.351 -0.452 -3.690 -1.16 -0.01 -0.81 -0.162
C -3.872 -0.504 -3.332 -0.50 0.43 -0.70 -0.491
N -3.200 -1.686 -3.925 -1.93 -1.18 0.71 -0.096
O -1.823 -1.773 -3.587 -1.46 0.63 -0.83 0.013
C -3.268 0.838 -3.802 1.27 0.22 0.20 -0.041
C -3.846 -0.552 -1.808 1.23 0.04 -0.26 -0.015
C -2.726 -1.317 -6.317 -0.41 0.19 -1.12 -0.041
H -1.960 -3.730 -5.301 0.06 0.07 -0.23 0.078
H -3.366 -3.911 -6.411 0.09 -0.72 0.06 0.073
H -3.459 -4.233 -4.599 -0.35 0.06 -0.25 0.092
H -5.240 -2.176 -6.645 0.19 -0.58 -0.18 0.104
H -5.576 -3.028 -5.106 0.59 -0.40 -0.03 0.113
H -6.825 -0.874 -5.161 -0.15 -0.59 -0.05 0.105
H -5.418 -0.149 -5.773 0.14 0.38 -0.14 0.093
H -6.039 -0.889 -2.966 0.47 -0.39 0.32 0.120
H -5.676 0.584 -3.787 0.25 0.39 0.87 0.109
H -3.629 1.685 -3.218 -0.03 -0.15 0.30 0.082
H -2.195 0.760 -3.632 0.29 0.35 0.38 0.068
H -3.305 1.183 -4.836 -0.67 -0.58 -0.35 0.063
H -4.487 0.244 -1.427 -0.31 -0.22 0.12 0.085
H -4.104 -1.559 -1.480 -0.16 0.16 0.30 0.102
H -2.840 -0.327 -1.455 0.19 -0.28 0.16 0.076
H -1.656 -1.175 -6.160 0.04 -0.45 0.40 0.077
H -3.129 -0.308 -6.409 -0.26 -0.03 -0.03 0.064
H -2.843 -1.822 -7.275 0.16 0.20 -0.37 0.077
H -1.580 -0.954 -4.026 1.50 0.14 0.28 0.028
C -3.520 1.737 5.252 1.36 -0.51 -1.05 -0.030
C -2.188 2.171 4.498 -0.23 -0.19 0.38 -0.431
C -2.344 2.009 2.931 -0.33 -0.25 0.22 -0.112
C -1.512 2.875 2.006 1.10 2.12 1.50 -0.166
C -1.475 4.341 2.552 -1.06 -0.42 -0.53 -0.129
C -1.208 4.495 4.087 0.96 1.10 -0.76 -0.484
N -2.025 3.598 4.908 -0.73 0.25 -2.22 -0.117
O -1.710 3.720 6.266 0.44 -0.04 0.35 -0.027
C 0.292 4.337 4.250 1.54 -0.76 0.44 -0.049
C -1.549 5.975 4.396 -0.95 0.51 0.63 -0.053
C -1.000 1.270 4.922 -0.69 0.75 -0.55 -0.018
H -4.292 2.469 5.014 -0.15 -0.23 0.08 0.076
H -3.390 1.597 6.325 0.24 0.54 0.14 0.068
H -3.760 0.723 4.931 -0.40 0.10 -0.41 0.067
H -2.076 0.987 2.663 -0.32 -0.29 0.37 0.095
H -3.389 2.131 2.648 -0.18 0.06 0.10 0.116
H -1.783 2.821 0.951 -0.39 0.00 0.21 0.100
H -0.441 2.674 2.001 0.00 -0.98 0.17 0.082
H -2.369 4.905 2.286 -0.60 -0.29 0.24 0.098
H -0.730 4.900 1.986 0.48 0.01 0.31 0.104
H 0.857 5.019 3.614 -0.22 0.20 -0.12 0.080
H 0.720 4.454 5.246 -0.56 0.37 0.39 0.082
H 0.675 3.347 4.003 -0.34 -0.24 -0.36 0.065
H -1.644 6.214 5.455 0.03 -0.52 0.28 0.067
H -0.896 6.782 4.062 0.68 -0.59 -0.53 0.075
H -2.509 6.252 3.960 -0.27 -0.26 -0.01 0.067
H -0.269 1.314 4.114 0.35 -0.03 0.27 0.069
H -1.345 0.237 4.954 0.13 0.05 0.36 0.071
H -0.600 1.655 5.860 0.16 -0.47 0.01 0.081
H -2.577 3.825 6.666 -0.04 0.09 0.14 0.095
C 0.031 -1.821 3.698 1.55 0.36 -0.01 -0.033
C 0.838 -3.174 3.563 -0.13 1.67 -1.92 -0.450
C 1.511 -3.456 4.911 0.15 -0.71 0.79 -0.147
C 1.821 -4.927 5.205 -1.35 -0.41 -1.14 -0.175
C 0.585 -5.777 4.810 0.69 0.29 -0.11 -0.162
C 0.031 -5.592 3.370 0.02 -0.81 0.62 -0.451
N -0.143 -4.154 3.161 -1.18 -1.59 0.20 -0.103
O -0.829 -3.876 1.925 2.04 -0.34 0.93 0.010
C 0.956 -6.401 2.380 -0.61 0.52 0.11 -0.037
C -1.382 -6.326 3.450 -0.12 0.58 -1.08 -0.022
C 2.022 -2.995 2.503 -1.70 -0.26 0.06 0.011
H -0.884 -1.864 4.289 0.38 -0.45 0.48 0.068
H -0.268 -1.222 2.838 0.16 -0.90 -0.83 0.061
H 0.798 -1.174 4.121 -0.26 0.42 0.79 0.061
H 2.456 -2.921 5.011 -0.16 0.43 -0.33 0.099
H 0.896 -3.105 5.739 -0.33 0.13 -0.05 0.116
H 2.041 -5.084 6.261 0.10 0.06 0.05 0.098
H 2.657 -5.313 4.621 0.28 0.21 -0.03 0.094
H -0.255 -5.563 5.471 0.19 -0.02 0.30 0.101
H 0.878 -6.825 4.869 -0.31 -0.25 0.33 0.105
H 0.879 -7.466 2.601 -0.27 -0.10 0.02 0.061
H 0.617 -6.228 1.358 0.09 0.02 -0.05 0.082
H 2.023 -6.190 2.454 0.00 0.48 0.04 0.054
H -1.502 -7.232 2.856 0.85 -0.49 0.19 0.065
H -1.683 -6.534 4.477 0.06 0.03 -0.05 0.059
H -2.188 -5.785 2.954 0.13 0.84 0.28 0.073
H 2.541 -3.953 2.466 0.66 0.29 0.22 0.062
H 2.609 -2.105 2.727 0.42 -0.32 0.29 0.059
H 1.638 -2.848 1.494 -0.41 0.05 0.00 0.079
H -1.715 -3.627 2.196 -1.02 0.15 -0.55 0.042
```
Positions in Å, forces in eV/Å.

---

- What is the energy in the sixth record?
  -81885.706 eV